Record 1
Density functional theory data (ωB97M-V/def2-TZVPD) for C27H24N7O10ReSi as an isolated structure.

Calculated values
E_LUMO (spin up / spin down) ... 1.7 / 1.3 eV
Gap between HOMO and LUMO (spin up / spin down) ... 0.251 / 0.258 Eh
2S+1 ... 4
Total charge ... -1

```
70
Properties=species:S:1:pos:R:3:forces:R:3
Re 0.09614 -0.09836 0.02816 -0.061 -0.086 0.012
C -0.93960 3.39395 2.37789 0.011 -0.022 0.016
C -1.17363 2.09666 1.65688 0.022 -0.004 -0.036
O -0.14291 1.42475 1.43247 -0.030 0.104 0.003
C -2.50487 1.69623 1.28370 -0.017 -0.012 0.023
C -3.58850 2.57043 1.52208 0.013 0.001 0.011
C -4.87801 2.21649 1.23735 -0.010 -0.026 -0.011
C -5.12835 0.94079 0.70287 0.004 0.036 0.014
C -4.10611 0.06559 0.45628 0.008 -0.014 -0.018
C -2.76233 0.42058 0.71671 -0.016 0.051 0.003
O -1.84400 -0.45641 0.43922 0.047 -0.022 0.005
H 0.10919 3.44869 2.65541 -0.001 0.004 0.000
H -1.56576 3.47938 3.26495 -0.005 0.006 -0.004
H -1.17820 4.22272 1.70824 -0.005 -0.006 -0.003
H -3.39101 3.55462 1.92379 0.000 -0.005 -0.001
H -5.68959 2.90943 1.40973 -0.001 -0.002 -0.003
H -6.14506 0.64842 0.46954 -0.001 -0.001 0.001
H -4.28332 -0.91080 0.02521 -0.003 0.001 0.000
O 3.42639 0.70099 -2.21251 -0.008 -0.030 -0.022
C 2.29239 0.83983 -1.80632 0.051 0.088 0.075
O 1.91357 0.41567 -0.62627 -0.044 -0.058 -0.040
C 1.30224 1.62635 -2.63831 -0.027 -0.039 0.011
C 1.77840 2.15202 -3.82442 0.009 0.015 -0.044
C 0.98135 2.96336 -4.61501 0.005 -0.023 0.036
C -0.30189 3.30370 -4.22529 -0.040 0.016 -0.020
C -0.76647 2.80384 -3.03614 0.037 -0.004 0.002
C -0.02603 1.90391 -2.22659 -0.012 0.000 0.021
O -0.60216 1.37763 -1.19792 0.027 -0.008 0.015
N -2.09112 3.24848 -2.59708 0.004 0.045 -0.026
O -2.22561 3.57281 -1.43367 -0.005 -0.014 0.006
O -2.96820 3.31813 -3.43867 -0.001 -0.010 0.010
N 1.50438 3.50178 -5.86422 0.006 0.013 -0.003
O 0.78527 4.24785 -6.50825 -0.001 -0.005 0.000
O 2.62961 3.18375 -6.19845 -0.001 -0.001 -0.002
H 2.79254 1.92066 -4.11626 0.001 -0.001 0.005
H -0.91871 3.94974 -4.83152 0.005 -0.002 -0.002
C 3.49827 1.73335 2.66670 -0.004 -0.007 -0.007
C 3.07565 0.30665 2.87215 0.024 -0.004 0.002
C 3.70725 -0.53014 3.78040 -0.002 0.007 -0.007
C 3.25469 -1.84235 3.86702 -0.008 -0.006 -0.005
C 2.22278 -2.27924 3.06658 0.000 -0.006 0.001
C 1.63212 -1.36803 2.16468 -0.020 0.019 -0.019
N 2.06737 -0.10599 2.11296 -0.025 0.003 0.004
N 0.59822 -1.65946 1.29797 0.043 0.041 -0.019
Si -0.13751 -3.25765 1.32306 -0.003 0.006 -0.011
C -0.73996 -3.66729 3.06804 0.022 -0.008 0.000
C 1.08138 -4.56772 0.75783 -0.015 -0.040 0.002
C -1.64459 -3.40153 0.22786 -0.031 0.004 -0.010
H 4.27260 2.03104 3.37330 0.000 0.004 -0.001
H 2.63740 2.39497 2.77213 0.002 0.000 0.007
H 3.87408 1.85594 1.64951 0.000 0.000 0.001
H 4.52454 -0.17044 4.39070 0.000 0.000 -0.001
H 3.71840 -2.53299 4.56198 0.000 -0.001 -0.001
H 1.88768 -3.30210 3.13271 -0.004 -0.006 0.000
H -0.04940 -4.30024 3.62803 -0.002 0.006 0.005
H -1.69491 -4.19549 3.00742 0.003 -0.002 -0.003
H -0.89912 -2.75409 3.64594 -0.005 0.001 -0.005
H 2.03283 -4.53284 1.28905 0.002 0.001 0.000
H 1.30020 -4.45026 -0.30469 0.000 0.010 -0.001
H 0.64698 -5.56157 0.90290 0.011 -0.001 0.001
H -2.49237 -2.87100 0.66108 0.009 -0.013 0.000
H -1.89435 -4.46651 0.17936 0.002 0.000 0.002
H -1.51192 -3.03464 -0.78863 0.017 -0.004 0.011
O -0.00098 -1.32746 -1.57365 0.052 -0.009 0.026
N 0.97693 -2.17161 -1.80558 -0.041 0.066 0.020
C 0.81474 -2.85818 -2.88956 0.021 -0.083 -0.043
C -0.32153 -2.70720 -3.75964 0.014 0.060 0.014
N -1.22338 -2.58824 -4.46109 -0.001 -0.035 0.000
C 1.81369 -3.83391 -3.22064 -0.026 0.018 0.005
N 2.58216 -4.63746 -3.50947 0.003 -0.003 0.002
```
Positions in Å, forces in eV/Å.


Record 2
Density functional theory data (ωB97M-V/def2-TZVPD) for C41H39N6O4PdS2 as an isolated structure.

Calculated values
E_LUMO ... -3.1 eV
Gap between HOMO and LUMO ... 0.232 Eh
2S+1 ... 1
Total charge ... +1

```
93
Properties=species:S:1:pos:R:3:forces:R:3
Pd -0.04411 1.24989 0.01903 -0.494 0.377 -0.345
C 4.48747 1.07737 -0.21882 0.020 0.024 -0.049
N 3.59210 2.05990 -0.82702 0.024 -0.057 -0.035
C 3.72928 2.56838 -2.11008 0.091 -0.110 0.136
C 2.63158 3.29139 -2.38063 -0.093 0.042 -0.021
N 1.81652 3.21907 -1.25897 0.058 -0.053 0.121
C 2.41933 2.43383 -0.31637 -0.181 0.209 -0.110
S 1.73463 2.01887 1.20660 0.218 -0.023 -0.129
C 0.57666 3.88383 -1.08235 0.097 0.040 0.019
C 0.41089 5.16506 -1.56823 0.108 0.108 -0.030
C -0.80302 5.79937 -1.36204 -0.025 -0.056 0.029
C -1.79352 5.13646 -0.65754 0.017 0.022 -0.022
C -1.54832 3.85135 -0.21281 -0.090 -0.077 0.016
N -0.38944 3.23083 -0.43561 0.000 -0.185 0.010
H 5.51284 1.32912 -0.47576 -0.002 0.021 -0.016
H 4.23742 0.08357 -0.59011 -0.016 -0.001 -0.009
H 4.36547 1.10488 0.85858 -0.012 0.001 0.022
H 4.59297 2.34895 -2.71192 -0.026 0.005 0.000
H 2.33649 3.81607 -3.27083 0.004 0.012 0.012
H 1.23369 5.66045 -2.06397 -0.024 0.014 -0.008
H -0.96007 6.80321 -1.73326 0.008 -0.006 0.019
H -2.75226 5.58948 -0.45303 0.030 0.015 -0.019
H -2.29546 3.27672 0.31436 -0.009 -0.015 -0.019
S -1.70047 -3.96072 0.91673 -0.007 0.017 0.055
C -1.19410 -3.66252 -0.68729 0.001 -0.010 -0.029
C -1.28212 -2.33654 -0.95621 0.076 0.075 0.066
N -1.73142 -1.54637 0.07737 -0.251 -0.311 0.003
C -1.98453 -2.27978 1.11670 -0.001 -0.001 -0.003
H -0.85817 -4.45517 -1.33592 -0.004 0.024 0.018
H -0.99769 -1.87668 -1.89333 -0.019 -0.009 0.002
H -2.32868 -1.88121 2.06194 -0.020 -0.026 -0.025
C 4.71129 -2.69526 5.71302 -0.016 -0.003 -0.008
C 3.49535 -3.16794 4.96100 0.034 0.036 -0.013
C 2.66449 -4.13272 5.51788 -0.024 -0.026 -0.004
C 1.53739 -4.58311 4.84697 0.022 -0.001 0.027
C 1.24306 -4.07695 3.59308 0.012 0.026 -0.048
C 2.06308 -3.11119 3.02211 0.053 0.065 0.022
N 1.73393 -2.60408 1.73083 -0.035 -0.080 -0.019
C 2.50829 -2.82950 0.62253 0.011 0.025 -0.033
C 3.44766 -3.87775 0.63271 0.010 -0.028 0.013
C 4.22228 -4.15589 -0.47156 -0.003 -0.005 0.009
C 4.10012 -3.40719 -1.64125 -0.006 0.006 -0.017
C 3.19263 -2.37034 -1.66313 -0.035 -0.009 0.042
C 2.39906 -2.05086 -0.55448 0.028 -0.059 0.008
C 1.52979 -0.84898 -0.69202 0.088 -0.204 0.226
O 1.56987 -0.14531 -1.70322 0.012 0.275 -0.174
O 0.76644 -0.56322 0.32327 -0.218 -0.007 -0.072
C 3.18863 -2.63361 3.70263 -0.010 0.005 -0.010
C 4.06308 -1.56536 3.10024 -0.016 -0.021 0.025
H 4.86130 -3.28347 6.61648 -0.006 -0.004 0.003
H 4.61418 -1.64779 6.00905 0.000 -0.008 -0.003
H 5.61378 -2.77393 5.10396 -0.004 -0.003 0.001
H 2.90919 -4.53835 6.49263 -0.009 0.004 -0.012
H 0.90303 -5.33705 5.29568 0.007 0.014 -0.016
H 0.38911 -4.42711 3.02754 0.008 -0.012 0.026
H 1.08868 -1.83214 1.65951 -0.014 0.043 0.005
H 3.54556 -4.48161 1.52592 -0.007 0.019 -0.013
H 4.92777 -4.97652 -0.42401 -0.004 0.008 -0.006
H 4.70081 -3.63669 -2.51097 -0.012 0.007 0.011
H 3.06685 -1.75977 -2.54749 0.008 0.003 -0.013
H 3.54568 -1.04270 2.29707 -0.001 0.002 0.002
H 4.98026 -1.99314 2.68493 -0.006 -0.004 -0.001
H 4.35795 -0.83374 3.85364 -0.004 -0.008 -0.005
C -5.36619 3.02918 -3.06901 0.022 -0.001 0.006
O -5.14536 2.02863 -2.08488 -0.008 -0.022 -0.063
C -4.91856 2.42211 -0.81826 0.031 0.001 -0.005
C -4.98647 3.73735 -0.37184 -0.020 0.035 0.025
C -4.78414 4.03292 0.97198 0.008 -0.001 -0.036
C -4.49125 3.02834 1.87911 0.005 0.006 0.019
C -4.42625 1.71392 1.43579 0.004 -0.010 0.008
C -4.64084 1.40690 0.10478 0.029 0.013 0.032
N -4.76851 0.03848 -0.26290 0.047 0.004 0.018
C -4.37872 -0.65544 -1.32002 -0.062 -0.069 0.034
C -3.44891 -0.42719 -2.32681 0.001 0.080 -0.059
C -3.53353 -1.30921 -3.45021 -0.014 -0.008 0.011
C -2.66243 -1.23264 -4.48664 0.016 -0.019 -0.021
C -1.61656 -0.27444 -4.42585 -0.006 0.038 0.030
C -1.46473 0.54885 -3.35252 0.039 -0.044 -0.049
C -2.35735 0.50741 -2.23145 0.157 0.018 -0.142
O -2.14492 1.21515 -1.20337 0.402 -0.107 0.520
H -5.47754 2.50049 -4.01033 -0.004 -0.007 -0.005
H -4.51059 3.70607 -3.13187 -0.004 -0.004 0.006
H -6.27451 3.59756 -2.85948 -0.003 -0.005 0.004
H -5.23074 4.53041 -1.06489 0.009 -0.016 0.013
H -4.86427 5.05950 1.30755 -0.006 -0.013 -0.005
H -4.33219 3.25736 2.92396 -0.001 -0.007 -0.017
H -4.21352 0.90916 2.12959 -0.001 0.010 -0.009
H -5.39365 -0.46646 0.34660 -0.007 -0.012 0.031
H -4.90364 -1.60479 -1.38545 -0.002 0.007 -0.004
H -4.33117 -2.04445 -3.46377 0.014 0.022 -0.004
H -2.74632 -1.89464 -5.33698 -0.008 0.009 0.016
H -0.90958 -0.21520 -5.24484 0.004 -0.001 0.011
H -0.63212 1.23887 -3.29175 0.017 -0.015 0.023
```
Positions in Å, forces in eV/Å.


Record 3
Density functional theory data (ωB97M-V/def2-TZVPD) for one molecule with the formula C2H6N6S in a non-equilibrium geometry.

Calculated values
E_LUMO ... 0.7 eV
Gap between HOMO and LUMO ... 0.322 Eh
2S+1 ... 1

```
15
Properties=species:S:1:pos:R:3:forces:R:3
N 0.08069 1.94848 1.65753 6.585 -1.213 0.408
N -0.28580 0.60876 1.77835 0.147 -0.504 0.519
C -0.37063 -0.32900 0.81761 1.142 0.400 -2.408
N -0.85085 -1.50832 0.92277 -0.652 -1.171 0.913
N -0.75577 -2.06252 -0.31766 0.188 -1.975 -2.989
C -0.22062 -1.28472 -1.29489 -0.777 1.687 5.887
S 0.13545 -1.47285 -2.79625 0.816 -0.814 -4.001
N 0.04265 -0.12722 -0.52812 -0.220 0.335 -0.129
N 0.75709 0.94330 -1.03722 9.822 -6.204 9.362
H -0.57783 2.13008 1.07553 -5.540 3.723 -4.607
H 0.91564 1.96135 0.94961 -1.373 0.228 1.890
H -0.12372 0.42241 2.70380 -0.016 -1.992 2.214
H -0.90885 -3.04883 -0.64652 -0.199 1.327 1.696
H 1.75393 0.54867 -1.55738 -3.264 0.924 2.235
H 0.40862 1.27041 -1.72715 -6.659 5.249 -10.989
```
Positions in Å, forces in eV/Å.


Record 4
Density functional theory data (ωB97M-V/def2-TZVPD) for C25H44OP2Ti as an isolated structure in a non-equilibrium geometry.

Calculated values
E_LUMO (spin up / spin down) ... -7.9 / -7.9 eV
Gap between HOMO and LUMO (spin up / spin down) ... 0.195 / 0.195 Eh
2S+1 ... 1
Total charge ... +2

```
73
Properties=species:S:1:pos:R:3:forces:R:3
Ti 0.74106 0.25445 0.36831 4.473 2.695 4.366
C 1.06324 2.66664 0.79995 -0.816 -0.790 0.113
C -0.16103 2.14829 1.39433 1.252 -0.005 -0.191
C 1.63739 1.66726 2.79953 -0.501 -0.068 -0.807
C 2.14619 2.37185 1.68374 -0.579 -0.718 0.229
C 0.23445 1.49759 2.63017 -0.162 1.088 -1.297
C 1.15091 3.70089 -0.26766 0.157 0.504 -0.334
H 0.18792 3.85705 -0.75916 0.185 0.105 0.084
H 1.88445 3.44321 -1.04847 -0.125 0.300 0.316
H 1.44716 4.65834 0.20090 -0.117 -0.283 -0.413
C 3.51447 2.93203 1.56060 0.368 0.182 -0.245
H 3.46572 3.81535 0.91730 0.231 -0.040 0.164
H 4.24045 2.24888 1.09351 -0.127 0.185 0.142
H 3.90897 3.23207 2.54186 -0.086 -0.121 -0.289
C 2.33644 1.37221 4.07260 0.311 -0.309 0.406
H 2.47208 2.30515 4.64257 -0.038 -0.272 -0.087
H 3.32806 0.92769 3.93468 -0.158 0.192 0.076
H 1.74558 0.67910 4.68638 0.221 0.243 -0.084
C -0.72236 1.19312 3.72062 -0.261 -0.374 0.353
H -0.72579 2.01995 4.45078 0.016 -0.262 -0.209
H -0.45964 0.27697 4.25376 -0.007 0.067 0.120
H -1.74383 1.07116 3.35339 0.188 0.216 0.058
C -1.53084 2.69477 1.11899 -0.343 -0.004 0.207
H -1.81035 3.39507 1.93611 -0.030 -0.370 -0.562
H -2.27050 1.87815 1.08597 -0.024 0.506 -0.013
H -1.56923 3.25162 0.16631 -0.091 -0.182 0.636
C -0.14875 -1.91256 -2.77338 0.485 -0.276 -1.520
C -0.81168 -0.82129 -3.28216 0.488 -0.534 -1.519
C -2.25685 -0.86986 -3.72413 -1.125 -0.083 0.429
C -3.21802 -1.61149 -2.73169 -0.175 0.213 -1.166
C -2.78652 -1.64047 -1.30526 -0.798 -2.514 0.623
C -2.06737 -2.65813 -0.73862 -3.920 -1.093 -1.027
C -1.36293 -3.76842 -1.46964 0.005 -0.068 -0.565
C -0.68121 -3.31136 -2.80602 -0.564 -1.041 0.228
H -2.34007 -1.32961 -4.74065 0.294 0.327 0.701
H -3.44323 -2.62266 -3.11531 0.346 0.305 0.341
H -2.67546 0.14958 -3.84809 0.510 -0.381 -0.127
H -1.38105 -3.48526 -3.64546 0.227 0.603 0.409
H 0.91421 -1.86092 -2.50267 -0.343 0.169 -0.415
H -0.29856 -0.12991 -3.96850 0.164 -0.230 0.769
H 0.15458 -4.01468 -3.02400 -0.319 0.651 0.297
H -0.57043 -4.22601 -0.85489 -0.373 0.222 -0.070
H -2.35915 -2.97541 0.26847 0.704 0.652 -0.163
H -2.09809 -4.58132 -1.65652 0.488 0.387 -0.080
H -4.20490 -1.11187 -2.75746 0.496 -0.122 -0.042
H -3.22802 -0.86556 -0.66257 -0.060 -0.707 -0.265
P 0.48285 0.75888 -1.91842 0.082 -1.189 0.824
C 1.86371 0.31218 -2.99481 0.024 0.741 -0.743
C -0.90326 1.83942 -2.28434 0.004 0.809 -0.912
P -0.76289 -1.36079 1.43255 -0.363 0.639 0.164
C -0.60612 -0.96955 -0.27933 -0.808 -0.250 -1.864
C -2.51687 -0.98430 1.78529 -0.157 -0.152 1.008
C -0.24560 -3.08571 1.72199 0.034 -0.231 0.096
H 2.58769 -0.30948 -2.44845 -0.326 0.502 0.096
H 2.32608 1.23851 -3.34353 0.262 -0.114 -0.172
H 1.49919 -0.26360 -3.84665 0.379 0.267 -0.123
H -1.73947 1.23240 -2.65569 0.303 0.506 0.028
H -0.57313 2.55134 -3.05002 -0.477 0.098 -0.012
H -1.24786 2.37943 -1.39419 0.450 -0.284 -0.268
H -0.56294 -3.74518 0.90556 0.040 0.202 0.525
H -0.67640 -3.43632 2.67563 0.201 0.170 -0.349
H 0.85143 -3.12676 1.79342 -0.383 0.088 0.087
H -0.05967 -1.72649 -0.86289 -0.450 0.519 0.275
H -1.33360 -0.33276 -0.88120 0.829 -1.541 1.765
H -2.61124 -0.65336 2.83064 -0.137 -0.221 -0.434
H -3.12143 -1.89224 1.64992 0.072 0.378 0.073
H -2.89459 -0.18648 1.12449 0.363 -0.373 0.388
C 3.70909 -0.61757 1.70996 0.555 -0.972 -0.159
C 2.50328 -0.74454 0.86076 -0.876 0.542 -2.416
O 2.40225 -1.11381 -0.36612 0.319 1.230 2.900
H 4.60131 -1.09834 1.26511 -0.384 0.221 0.266
H 3.49531 -1.04329 2.70938 0.125 0.190 -0.461
H 3.88542 0.46677 1.86243 -0.148 -0.736 -0.160
```
Positions in Å, forces in eV/Å.


Record 5
Density functional theory data (ωB97M-V/def2-TZVPD) for a 2-piece molecular cluster, CO2PS overall in a non-equilibrium geometry.

Calculated values
E_LUMO (spin up / spin down) ... 3.8 / 3.8 eV
Gap between HOMO and LUMO (spin up / spin down) ... 0.203 / 0.203 Eh
2S+1 ... 1
Total charge ... -1

```
5
Properties=species:S:1:pos:R:3:forces:R:3
C -1.01845 -0.20079 0.23557 -0.848 1.083 1.984
O -1.45346 0.31800 1.18065 -0.084 0.276 0.582
O -0.78761 -0.72069 -0.74351 -0.255 -1.821 -2.709
P 1.56962 0.74603 -1.24656 0.623 -0.028 0.600
S 1.68990 -0.14255 0.57386 0.565 0.490 -0.456
```
Positions in Å, forces in eV/Å.


Record 6
Density functional theory data (ωB97M-V/def2-TZVPD) for a 2-piece molecular cluster, C3H12NOS2 overall in a non-equilibrium geometry.

Calculated values
E_LUMO ... -3.4 eV
Gap between HOMO and LUMO ... 0.313 Eh
2S+1 ... 1
Total charge ... +1

```
19
Properties=species:S:1:pos:R:3:forces:R:3
N 1.32060 0.91190 0.95788 -1.604 -0.716 -0.795
C 0.46378 0.50530 -0.27311 0.530 1.939 -0.029
C -0.93541 0.02680 0.06862 1.055 -1.105 -0.124
S -0.96754 -1.80929 -0.26005 -0.636 0.338 0.968
S -0.83474 -2.00860 -2.27152 -0.042 0.493 0.095
C -2.42898 -1.34391 -2.76570 -0.979 -1.183 -1.113
H 2.30660 0.71771 0.80899 0.135 0.411 0.105
H 1.05284 0.39519 1.79074 0.176 -0.226 0.211
H 1.09552 1.87980 1.14817 0.623 0.332 0.244
H 1.11710 -0.14557 -0.83710 -0.403 -0.414 -0.227
H 0.34671 1.44936 -0.82474 0.441 -0.289 -0.041
H -1.12374 0.19835 1.13249 -0.234 -0.303 -0.042
H -1.67568 0.59598 -0.48983 -0.067 -0.289 -0.089
H -2.41096 -0.28735 -2.99729 -0.014 0.160 0.206
H -3.25910 -1.65484 -2.12435 0.448 0.403 0.515
H -2.72835 -1.89326 -3.67845 0.524 0.421 -0.006
H 3.37377 1.43043 3.28270 0.062 -0.113 0.782
H 2.51434 0.34914 4.08710 0.214 0.041 1.226
O 2.77324 0.68285 3.24545 -0.229 0.100 -1.885
```
Positions in Å, forces in eV/Å.


Computed electronic energy, in the same sequence as the records: -2546.77804 -3139.37516 -806.37090 -2585.56361 -928.16750 -1047.61496 Ha.